61
Properties=species:S:1:pos:R:3 method="wB97M-V/def2-TZVPD" spin_multiplicity=2 e_tot_ha=-4016.23649 molar_mass_g_mol=653.05 relative_energy_kj_mol=0.0 homo_ev="-8.694 / -8.699" lumo_ev="0.074 / -0.136" orbital_gap_ev="8.77 / 8.56"
Fe 0.52725 -0.12009 -0.29652
C 0.56915 3.69450 1.61752
C 1.01083 2.82645 0.61485
N 0.20020 1.78048 0.52549
N -0.76418 1.94013 1.45688
C -0.54945 3.08124 2.13803
B -1.60541 0.69198 1.82547
N -2.20316 0.09621 0.52107
C -3.48167 -0.15217 0.20790
C -3.51940 -0.72720 -1.04951
C -2.18638 -0.79766 -1.44380
N -1.40660 -0.30126 -0.48822
N -0.61469 -0.34025 2.40501
C -0.38001 -0.80415 3.64521
C 0.80484 -1.51085 3.62665
C 1.25201 -1.43053 2.30540
N 0.39259 -0.72378 1.58517
N -2.73735 1.06990 2.75325
C -3.57167 2.13379 2.62264
C -4.61659 1.95953 3.49253
C -4.33932 0.72819 4.11836
N -3.22266 0.19200 3.66277
H 1.00979 4.62560 1.92629
H 1.88693 2.88338 -0.01163
H -1.19463 3.37071 2.94977
H -4.27243 0.08511 0.90018
H -4.38640 -1.05439 -1.59453
H -1.74846 -1.19241 -2.34585
H -1.08653 -0.61401 4.43279
H 1.27355 -2.02048 4.44922
H 2.13391 -1.83788 1.83319
H -3.36578 2.92141 1.91644
H -5.44945 2.62035 3.65730
H -4.90676 0.21488 4.87827
F 0.71063 -5.44110 -0.50576
C 0.86093 -4.26044 -1.13202
C 0.62272 -3.09586 -0.43013
C 0.77987 -1.87819 -1.07470
C 1.14112 -1.85534 -2.43204
C 1.37809 -3.06025 -3.08360
F 1.73371 -3.07073 -4.38749
C 1.24980 -4.27988 -2.45846
C 1.16093 -0.52668 -3.04438
C 1.52689 -0.20747 -4.35117
C 1.43525 1.10259 -4.77748
C 0.97480 2.07816 -3.90568
C 0.64374 1.69890 -2.62204
N 0.73969 0.43788 -2.19961
H 0.32612 -3.16688 0.60696
H 1.43767 -5.20416 -2.98407
H 1.88320 -0.98017 -5.01178
H 1.72136 1.36143 -5.78860
H 0.87892 3.11172 -4.20463
H 0.28615 2.41517 -1.89621
Cl 4.51491 0.83351 -2.31768
C 4.67309 0.47084 -0.57805
Cl 4.80833 1.96710 0.36182
C 3.45888 -0.37708 -0.15482
O 3.64155 -1.56022 0.06087
O 2.37481 0.29610 -0.07964
H 5.58482 -0.09763 -0.44724